Computed, not measured: a 3-piece molecular cluster, C21H31NO7 overall in a non-equilibrium geometry, with the ωB97M-V functional and the def2-TZVPD basis.

The value obtained for the electronic energy is -1399.7784 Eh. The HOMO energy is -9.14 eV. Its largest force on an atom is 0.1658 hartree/bohr. Its SMILES is CCCCOc1ccc2c(c1)C(=O)N(C)C2=O.CCOC(C)=O.CCOC(C)=O. The HOMO-LUMO gap comes out at 7.56 eV.

Cartesian coordinates (Å):
C -0.0375 4.8431 -4.4122
C -0.7860 3.5121 -3.8151
C -1.6390 3.8011 -2.4106
C -1.0855 2.8244 -1.2149
O -1.8127 1.5164 -1.1262
C -0.7135 0.5264 -1.3633
C -0.5535 -0.0759 -2.8851
C 0.6593 -1.1614 -3.1567
C 1.6309 -1.5247 -1.8873
C 1.5013 -0.8941 -0.3793
C 0.2764 0.1549 -0.0831
C 2.7041 -1.4904 0.5618
O 2.8395 -1.1708 1.8524
N 3.5426 -2.3539 -0.3556
C 3.8480 -3.7659 0.0950
C 2.9153 -2.5299 -1.7209
O 3.2145 -3.3098 -2.7626
H -0.2285 5.8258 -3.7824
H 1.1456 4.7101 -4.4472
H -0.4318 5.0283 -5.4998
H 0.0359 2.6955 -3.6394
H -1.5054 3.0876 -4.6612
H -2.8132 3.7415 -2.5768
H -1.3466 4.9131 -2.0985
H 0.0626 2.6028 -1.4425
H -1.1117 3.3073 -0.1365
H -1.3056 0.2985 -3.7117
H 0.8494 -1.6444 -4.2060
H 0.1615 0.5829 1.0011
H 2.8334 -4.3428 0.1818
H 4.4966 -4.3222 -0.7265
H 4.4867 -3.8105 1.0991
C -6.9154 -2.0306 -1.4272
C -6.0108 -2.4637 -2.5637
O -5.4098 -1.3231 -3.2042
C -4.2788 -0.7170 -2.7843
C -3.7455 -1.0387 -1.4202
O -3.7384 0.1415 -3.4791
H -6.3574 -1.5094 -0.6445
H -7.4128 -2.8957 -0.9798
H -7.6777 -1.3331 -1.7893
H -5.2500 -3.1835 -2.2476
H -6.6124 -2.9670 -3.3284
H -4.1315 -0.3117 -0.7011
H -2.6526 -0.9726 -1.4498
H -3.9780 -2.0486 -1.0822
C 3.4538 0.4969 4.5311
C 4.4386 -0.4014 5.2530
O 5.0172 0.2760 6.3838
C 4.4571 0.3328 7.6110
C 3.0232 -0.0740 7.7748
O 5.0907 0.7834 8.5635
H 2.6139 0.7727 5.1746
H 3.0588 -0.0014 3.6413
H 3.9388 1.4302 4.2274
H 3.9988 -1.3579 5.5503
H 5.2674 -0.6399 4.5776
H 2.3856 0.8099 7.6923
H 2.8990 -0.5178 8.7684
H 2.6950 -0.8313 7.0626

Atoms 1-6, force components in eV/Å:
C 0.324 0.279 -0.201
C -0.301 -0.124 -0.364
C 0.831 0.286 -0.044
C 0.766 1.140 0.145
O 4.367 -1.233 -0.993
C 1.436 -1.624 -0.123



Computed, not measured: C25H27LaO as an isolated structure in a non-equilibrium geometry, with the ωB97M-V functional and the def2-TZVPD basis.

The value obtained for the electronic energy is -1075.5288 Eh. As for the total charge: -2. The HOMO energy (alpha / beta) is 2.14 / 2.15 eV. Its largest force on an atom is 0.0572 hartree/bohr. The HOMO-LUMO gap (alpha / beta) comes out at 2.25 / 2.25 eV.

Cartesian coordinates (Å):
La -0.0128 -0.3150 -0.0488
C 0.9984 -2.3354 1.4563
C -0.4212 -2.3889 1.5025
C -0.8884 -2.7854 0.2168
H -1.0411 -1.9727 2.2935
C 0.2529 -2.9943 -0.6171
C 1.4123 -2.7320 0.1568
H 2.4387 -2.8113 -0.1981
H 1.6553 -1.9705 2.2415
H -1.9246 -2.7762 -0.1236
H 0.2460 -3.3032 -1.6613
C 1.9595 1.4003 0.4650
C 2.7044 0.2316 0.1432
C 2.5328 -0.0307 -1.2370
H 3.2826 -0.3829 0.8328
C 1.6783 0.9651 -1.7701
C 1.3216 1.8609 -0.7069
H 0.5439 2.6222 -0.7617
H 1.7533 1.7603 1.4690
H 2.9618 -0.8482 -1.8104
H 1.3383 1.0110 -2.8017
O -0.9980 -0.6468 -1.9396
C -0.5136 -0.2129 -4.6937
C -1.7693 0.0163 -3.9814
C -0.0042 -1.5716 -4.9177
C 0.1527 0.9216 -5.3399
C -1.5939 0.4910 -2.5252
H -2.2834 -0.9542 -3.9110
H -2.3749 0.7688 -4.5134
H -0.9634 1.3929 -2.4686
H -2.5486 0.7121 -2.0310
H -0.4868 -2.0304 -5.8064
H -0.1974 -2.2369 -4.0575
H 1.0840 -1.5872 -5.1218
H -0.2781 1.1083 -6.3442
H 1.2325 0.7503 -5.4886
H 0.0288 1.8550 -4.7639
C 0.8403 1.1388 5.9651
C 1.6546 0.6061 4.9333
C 1.1411 0.4431 3.6679
C -0.2021 0.8066 3.3582
C -0.8354 0.6902 2.1186
C -2.1260 0.9906 1.8140
C -2.9343 1.5277 2.8752
C -2.3820 1.6928 4.1239
C -1.0404 1.3502 4.4279
C -0.4700 1.4956 5.7020
H 1.2489 1.2674 6.9662
H 2.6965 0.3259 5.1423
H 1.7787 0.0302 2.8559
H -2.5609 0.8385 0.8097
H -3.9759 1.7962 2.6643
H -2.9852 2.1066 4.9515
H -1.1267 1.9123 6.4871

Atoms 1-6, force components in eV/Å:
La 0.868 -0.205 -0.396
C -0.075 -0.457 -0.049
C -0.103 -0.666 -0.029
C 0.368 -0.781 0.260
H 0.155 -0.363 -0.043
C -0.084 -0.505 0.598



Computed, not measured: a 3-piece molecular cluster, CHN5O overall in a non-equilibrium geometry, with the ωB97M-V functional and the def2-TZVPD basis.

The value obtained for the electronic energy is -387.8045 Eh. The HOMO energy is -11.04 eV. Its largest force on an atom is 0.0791 hartree/bohr. Its SMILES is N=C=O.N#N.N#N. The HOMO-LUMO gap comes out at 11.84 eV.

Cartesian coordinates (Å):
N 0.0022 0.2896 -0.2177
C -1.1344 0.6241 -0.2477
O -2.2723 0.6725 -0.0222
H 0.9123 0.7794 -0.3977
N 2.2721 -0.1619 -2.0584
N 2.7384 -0.5632 -2.9721
N -0.7162 -0.8305 2.8424
N -1.8020 -0.8100 3.0734

Atoms 1-6, force components in eV/Å:
N 3.934 0.654 -0.787
C -1.314 -0.467 1.392
O -0.921 0.661 -0.687
H -1.869 -0.839 0.188
N 1.007 -0.674 -1.702
N -0.838 0.665 1.591